No. 1
Below is a 2-piece molecular cluster, Cl2H2NOP overall, with properties calculated with ωB97M-V with the def2-TZVPD basis set.

Bonds (Å) are listed after each position.
Atoms and positions in Å:
1 N 0.870 0.983 0.469  P3 1.532, H6 1.005
2 O 0.053 -1.540 0.379  P3 1.432
3 P 1.022 -0.510 0.157  N1 1.532, O2 1.432, Cl4 2.027
4 Cl 2.744 -1.217 -0.646  P3 2.027
5 Cl -3.656 0.148 -0.531  H7 1.381
6 H 1.509 1.594 -0.008  N1 1.005
7 H -2.542 0.542 0.181  Cl5 1.381

- Energy above the lowest of the compared OMol25 structures with the same formula, charge and spin: 31.94 kcal per mole
- LUMO: -0.0205 hartree
- Max |F|: 2.475 eV Å⁻¹
- HOMO: -11.43 eV
- Frontier orbital gap: 10.87 eV


No. 2
Below is an isolated ion of composition C5H13N2 and charge +1, with properties calculated with ωB97M-V with the def2-TZVPD basis set.

Bonds (Å) are listed after each position.
Atoms and positions in Å:
1 C -2.073 1.164 0.554  N2 1.286, H8 1.082, H9 1.022
2 N -1.162 0.739 -0.248  C1 1.286, C3 1.427, C4 1.571
3 C -0.938 1.410 -1.488  N2 1.427, H10 1.170, H11 1.107, H12 1.112
4 C -0.359 -0.575 0.060  N2 1.571, N5 1.410, C6 1.552, H13 1.156
5 N -0.360 -1.304 -1.147  C4 1.410, H14 1.052, H15 1.030
6 C 0.937 0.019 0.672  C4 1.552, C7 1.561, H16 1.090, H17 1.109
7 C 1.972 -1.020 1.210  C6 1.561, H18 1.172, H19 1.248, H20 1.057
8 H -2.058 0.681 1.522  C1 1.082
9 H -2.505 2.089 0.599  C1 1.022
10 H -1.055 2.559 -1.301  C3 1.170
11 H -1.599 1.014 -2.284  C3 1.107
12 H 0.122 1.256 -1.783  C3 1.112
13 H -0.970 -1.235 0.787  C4 1.156
14 H -0.883 -2.186 -1.381  N5 1.052
15 H 0.525 -1.180 -1.659  N5 1.030
16 H 1.591 0.524 -0.038  C6 1.090
17 H 0.596 0.776 1.408  C6 1.109
18 H 1.516 -1.628 2.102  C7 1.172
19 H 3.015 -0.457 1.599  C7 1.248
20 H 2.229 -1.749 0.489  C7 1.057

- Energy above the lowest of the compared OMol25 structures with the same formula, charge and spin: 73.20 kcal per mole
- LUMO: -0.1732 hartree
- Net charge: +1
- Max |F|: 4.504 eV Å⁻¹
- HOMO: -14.22 eV
- Frontier orbital gap: 9.51 eV


No. 3
Below is one molecule with the formula C21H21NO4S, with properties calculated with ωB97M-V with the def2-TZVPD basis set.

Bonds (Å) are listed after each position.
Atoms and positions in Å:
1 C 0.442 -0.141 -4.849  C2 1.496, H28 1.089, H29 1.089, H30 1.087
2 C -0.447 -0.388 -3.671  C1 1.496, C3 1.390, C27 1.393
3 C -1.496 0.472 -3.368  C2 1.390, C4 1.386, H31 1.080
4 C -2.305 0.247 -2.266  C3 1.386, C5 1.380, H32 1.078
5 C -2.053 -0.841 -1.456  C4 1.380, S6 1.796, C26 1.383
6 S -3.067 -1.221 -0.023  C5 1.796, O7 1.439, O8 1.438, C9 1.856
7 O -2.220 -1.844 0.960  S6 1.439
8 O -4.228 -1.950 -0.455  S6 1.438
9 C -3.666 0.393 0.670  S6 1.856, C10 1.470, H33 1.088, H34 1.084
10 C -2.495 1.218 0.997  C9 1.470, C11 1.370, O25 1.345
11 C -1.990 2.385 0.487  C10 1.370, C12 1.412, H35 1.071
12 C -0.770 2.618 1.158  C11 1.412, C13 1.370, H36 1.070
13 C -0.607 1.571 2.027  C12 1.370, C14 1.476, O25 1.353
14 C 0.547 1.183 2.861  C13 1.476, O15 1.215, N16 1.359
15 O 1.512 1.904 3.023  C14 1.215
16 N 0.410 -0.050 3.416  C14 1.359, C17 1.441, H37 1.011
17 C 1.568 -0.803 3.828  N16 1.441, C18 1.542, H38 1.092, H39 1.093
18 C 2.047 -1.720 2.685  C17 1.542, C19 1.502, H40 1.092, H41 1.091
19 C 2.325 -0.878 1.472  C18 1.502, C20 1.390, C24 1.389
20 C 1.306 -0.587 0.574  C19 1.390, C21 1.384, H42 1.082
21 C 1.521 0.295 -0.471  C20 1.384, C22 1.383, H43 1.081
22 C 2.763 0.880 -0.640  C21 1.383, C23 1.384, H44 1.080
23 C 3.790 0.579 0.238  C22 1.384, C24 1.382, H45 1.080
24 C 3.569 -0.288 1.291  C19 1.389, C23 1.382, H46 1.081
25 O -1.658 0.726 1.928  C10 1.345, C13 1.353
26 C -1.024 -1.719 -1.747  C5 1.383, C27 1.382, H47 1.078
27 C -0.226 -1.492 -2.852  C2 1.393, C26 1.382, H48 1.080
28 H 0.435 -1.002 -5.516  C1 1.089
29 H 1.468 0.010 -4.516  C1 1.089
30 H 0.123 0.735 -5.406  C1 1.087
31 H -1.683 1.329 -3.999  C3 1.080
32 H -3.123 0.914 -2.049  C4 1.078
33 H -4.220 0.088 1.555  C9 1.088
34 H -4.330 0.850 -0.054  C9 1.084
35 H -2.439 3.004 -0.263  C11 1.071
36 H -0.092 3.434 1.022  C12 1.070
37 H -0.390 -0.596 3.123  N16 1.011
38 H 2.345 -0.077 4.079  C17 1.092
39 H 1.320 -1.396 4.713  C17 1.093
40 H 1.266 -2.451 2.466  C18 1.092
41 H 2.945 -2.247 3.008  C18 1.091
42 H 0.334 -1.048 0.693  C20 1.082
43 H 0.712 0.534 -1.147  C21 1.081
44 H 2.929 1.574 -1.451  C22 1.080
45 H 4.762 1.034 0.110  C23 1.080
46 H 4.366 -0.503 1.988  C24 1.081
47 H -0.861 -2.563 -1.097  C26 1.078
48 H 0.582 -2.171 -3.079  C27 1.080

- Energy above the lowest of the compared OMol25 structures with the same formula, charge and spin: 5.46 kcal per mole
- LUMO: 0.0175 hartree
- Max |F|: 1.283 eV Å⁻¹
- HOMO: -8.77 eV
- Frontier orbital gap: 9.24 eV


No. 4
Below is an isolated ion of composition C5H12N2O and charge +3, with properties calculated with ωB97M-V with the def2-TZVPD basis set.

Bonds (Å) are listed after each position.
Atoms and positions in Å:
1 O -0.147 -2.661 1.824  C2 1.173
2 C 0.390 -1.996 1.020  O1 1.173, C3 1.607, H9 1.090
3 C 0.097 -0.420 0.911  C2 1.607, C4 1.587, N8 1.530, H10 1.102
4 C -0.932 -0.156 -0.268  C3 1.587, C5 1.483, H11 1.104, H12 1.086
5 C -0.283 0.532 -1.410  C4 1.483, C6 1.352, H13 1.095
6 C 0.496 1.635 -1.486  C5 1.352, N7 1.441, H14 1.082
7 N 0.776 2.297 -2.735  C6 1.441, H15 1.027, H16 1.059, H17 1.029
8 N -0.488 0.040 2.248  C3 1.530, H18 1.045, H19 1.028, H20 1.037
9 H 1.098 -2.238 0.227  C2 1.090
10 H 1.027 0.145 0.740  C3 1.102
11 H -1.802 0.449 0.042  C4 1.104
12 H -1.337 -1.128 -0.535  C4 1.086
13 H -0.617 0.253 -2.415  C5 1.095
14 H 0.937 2.020 -0.576  C6 1.082
15 H 1.770 2.457 -2.935  N7 1.027
16 H 0.419 3.293 -2.692  N7 1.059
17 H 0.280 1.881 -3.535  N7 1.029
18 H -1.434 -0.360 2.440  N8 1.045
19 H 0.162 -0.161 3.018  N8 1.028
20 H -0.557 1.068 2.367  N8 1.037

- Energy above the lowest of the compared OMol25 structures with the same formula, charge and spin: 9.79 kcal per mole
- LUMO (alpha / beta): -0.5040 / -0.6534 hartree
- Net charge: +3
- Max |F|: 3.298 eV Å⁻¹
- HOMO (alpha / beta): -22.88 / -22.75 eV
- Frontier orbital gap (alpha / beta): 9.16 / 4.97 eV
- Spin multiplicity: 2